Entry 1:
# C17H28N5RhS3

C17H28N5RhS3 as an isolated structure (ωB97M-V/def2-TZVPD, the OMol25 dataset).

The geometry in XYZ format:
```
54
Properties=species:S:1:pos:R:3:lowdin_spin:R:1
Rh -0.04 -0.11 -0.03 1.326
C 4.09 2.85 -1.80 0.049
S 3.20 3.38 -0.31 0.390
C 1.83 2.30 -0.34 0.189
S 2.01 0.57 -0.68 0.237
N 0.65 2.70 -0.01 0.178
N -0.30 1.84 0.15 0.260
C -1.60 2.23 0.16 0.383
C -2.55 1.23 0.08 0.057
C -3.95 1.47 0.11 0.135
C -4.82 0.41 0.04 0.026
C -4.30 -0.89 -0.02 0.145
C -2.93 -1.07 -0.07 0.055
N -2.07 -0.06 -0.05 0.148
H 5.08 3.31 -1.76 -0.001
H 3.55 3.22 -2.67 0.013
H 4.19 1.77 -1.83 0.007
H -1.82 3.28 0.21 0.014
H -4.30 2.49 0.18 0.004
H -5.89 0.58 0.03 -0.002
H -4.96 -1.74 -0.04 0.007
H -2.52 -2.08 -0.13 0.002
C 4.81 -1.34 -4.74 0.000
C 3.35 -1.04 -5.04 0.000
C 2.44 -1.23 -3.83 0.003
C 2.27 -2.69 -3.41 0.003
N 1.42 -2.75 -2.23 0.011
C 1.79 -2.62 -0.96 0.029
S 0.49 -2.32 0.18 0.301
N 3.03 -2.74 -0.55 0.007
C 3.49 -2.70 0.83 0.009
C 4.19 -4.01 1.22 0.001
C 3.29 -5.25 1.17 0.000
C 2.21 -5.28 2.23 0.000
H 5.42 -1.13 -5.62 0.000
H 4.97 -2.38 -4.48 0.000
H 5.18 -0.71 -3.93 0.000
H 3.01 -1.67 -5.86 0.000
H 3.26 -0.01 -5.38 0.000
H 1.45 -0.82 -4.06 0.000
H 2.85 -0.67 -2.98 0.002
H 3.24 -3.16 -3.20 0.000
H 1.79 -3.26 -4.20 0.000
H 0.43 -2.65 -2.42 0.002
H 3.75 -2.97 -1.23 0.000
H 2.63 -2.51 1.47 0.006
H 4.20 -1.88 0.93 0.001
H 4.56 -3.88 2.24 0.000
H 5.05 -4.16 0.57 0.001
H 3.93 -6.12 1.32 0.000
H 2.85 -5.36 0.18 0.000
H 2.64 -5.16 3.22 0.000
H 1.68 -6.23 2.20 0.000
H 1.47 -4.49 2.09 0.000
```

2S+1: 5
Molar mass: 501.55 g mol⁻¹
Frontier orbital gap (spin up / spin down): 6.5716 / 5.4104 eV
Total charge: +2
E_LUMO (spin up / spin down): -6.45 / -9.89 eV

=====

Entry 2:
# C4H8NPS

C4H8NPS as an isolated structure (ωB97M-V/def2-TZVPD, the OMol25 dataset).

The geometry in XYZ format:
```
15
Properties=species:S:1:pos:R:3:nbo_charge:R:1
C -0.16 0.56 -0.74 0.187
C -0.31 -0.51 0.35 -0.471
C 0.98 -0.65 1.03 -0.517
C -1.46 1.18 -1.27 -0.650
N 0.89 0.79 -1.35 -0.309
P 3.96 -0.87 1.13 0.095
S 2.36 -0.52 -0.17 0.123
H -1.01 0.06 1.05 0.218
H -0.68 -1.45 0.01 0.237
H 1.05 0.12 1.68 0.208
H 1.12 -1.68 1.47 0.237
H -1.80 0.77 -2.22 0.237
H -1.21 2.24 -1.35 0.239
H -2.09 0.91 -0.44 0.209
H 4.47 -1.69 0.11 -0.042
```

Relative energy (zero: lowest compared OMol25 entry of this formula, charge and spin): 3.282 eV
Molar mass: 133.16 g mol⁻¹
Frontier orbital gap (spin up / spin down): 7.0517 / 7.1922 eV
E_LUMO (spin up / spin down): -0.90 / -0.51 eV

=====

Entry 3:
# C4H10NO3

A 2-piece molecular cluster, C4H10NO3 overall (ωB97M-V/def2-TZVPD, the OMol25 dataset).

The geometry in XYZ format:
```
18
Properties=species:S:1:pos:R:3:nbo_charge:R:1
O -2.17 -0.03 1.87 -0.488
C -0.97 -0.24 1.70 0.425
C -0.36 -0.03 0.28 -0.159
C 0.52 1.15 0.20 -0.591
C 1.86 0.82 1.03 0.491
O 2.01 -0.35 1.17 -0.493
N -1.61 0.21 -0.56 -0.689
H -0.27 -0.83 2.24 0.174
H 0.12 -1.02 0.12 0.275
H 0.64 1.45 -0.96 0.256
H 0.30 2.18 0.46 0.266
H 2.45 1.58 1.19 0.148
H -2.04 -0.67 -0.70 0.448
H -2.18 1.00 -0.13 0.480
H -1.37 0.54 -1.57 0.451
H 0.32 -2.01 -2.36 0.444
H 1.46 -2.12 -1.55 0.463
O 1.28 -1.63 -2.43 -0.900
```

Relative energy (zero: lowest compared OMol25 entry of this formula, charge and spin): 3.865 eV
Molar mass: 120.13 g mol⁻¹
Frontier orbital gap: 10.4189 eV
Total charge: +1
E_LUMO: -4.11 eV

=====

Entry 4:
# C5H20N11O8

A 6-piece molecular cluster, C5H20N11O8 overall (ωB97M-V/def2-TZVPD, the OMol25 dataset).

The geometry in XYZ format:
```
44
Properties=species:S:1:pos:R:3:lowdin_spin:R:1
N 0.41 0.06 0.28 0.000
O -0.07 -0.96 0.67 0.011
O 0.54 0.90 1.10 0.003
O 0.71 0.18 -0.95 0.001
C -0.59 -4.36 -0.80 0.070
O -0.35 -5.57 -0.82 0.740
N -1.08 -3.68 -1.85 0.032
N -0.09 -3.59 0.14 0.132
H -1.06 -2.67 -1.79 0.004
H -1.37 -4.17 -2.68 0.000
H 0.37 -4.05 0.91 0.001
H -0.32 -2.61 0.23 0.005
C 1.34 4.29 -0.78 0.000
O 1.93 5.21 -1.35 0.000
N 1.44 3.16 -1.39 0.000
N 0.63 4.20 0.28 0.000
H 0.94 2.34 -1.10 0.000
H 1.99 3.06 -2.23 0.000
H 0.31 3.31 0.61 0.000
H 0.46 5.06 0.79 0.000
C -2.58 1.38 2.81 0.000
O -3.45 1.88 3.49 0.000
N -1.35 1.54 3.22 0.000
N -2.59 0.81 1.67 0.000
H -1.21 1.95 4.13 0.000
H -0.53 1.30 2.68 0.000
H -1.67 0.74 1.24 0.000
H -3.37 0.53 1.09 0.000
C 2.69 -1.01 3.18 0.000
O 3.50 -1.64 3.78 0.000
N 1.44 -1.37 2.98 0.001
N 2.94 0.19 2.71 0.000
H 0.96 -2.17 3.36 0.000
H 1.09 -0.84 2.20 0.000
H 3.89 0.52 2.69 0.000
H 2.13 0.50 2.18 0.000
C -1.02 -0.78 -4.59 0.000
O -1.14 -1.45 -5.65 0.000
N -2.01 -0.35 -3.85 0.001
N 0.10 -0.50 -3.97 0.000
H -2.07 -0.05 -2.89 0.000
H -2.87 -0.84 -4.05 0.000
H 0.01 0.09 -3.16 0.000
H 0.95 -0.56 -4.51 0.000
```

2S+1: 2
Molar mass: 362.28 g mol⁻¹
Frontier orbital gap (spin up / spin down): 8.0171 / 2.0602 eV
E_LUMO (spin up / spin down): -1.07 / -7.03 eV

=====

Entry 5:
# C4H8NO2

An isolated ion of composition C4H8NO2 and charge -1 (ωB97M-V/def2-TZVPD, the OMol25 dataset).

The geometry in XYZ format:
```
15
Properties=species:S:1:pos:R:3:nbo_charge:R:1
C -0.38 -1.28 0.62 -0.590
C -0.58 -0.07 -0.36 -0.030
C 0.36 -0.30 -1.62 -0.631
N -0.24 1.15 0.27 -0.784
C 0.78 1.41 1.33 0.880
O 0.34 2.49 2.01 -0.887
O 1.77 0.76 1.43 -0.736
H -1.13 -2.10 0.09 0.149
H -0.83 -1.10 1.63 0.219
H 0.62 -1.76 0.55 0.213
H -1.66 -0.16 -0.50 0.178
H 0.10 -1.13 -2.30 0.175
H 0.19 0.46 -2.36 0.198
H 1.36 -0.38 -1.23 0.225
H -0.70 2.02 0.43 0.421
```

Relative energy (zero: lowest compared OMol25 entry of this formula, charge and spin): 1.628 eV
SMILES: CC(C)NC(=O)[O-]
Molar mass: 102.11 g mol⁻¹
Frontier orbital gap: 7.5920 eV
Total charge: -1
E_LUMO: 4.01 eV

=====

Entry 6:
# C15H10F6NO4PReS5

C15H10F6NO4PReS5 as an isolated structure (ωB97M-V/def2-TZVPD, the OMol25 dataset).

The geometry in XYZ format:
```
43
Properties=species:S:1:pos:R:3:lowdin_spin:R:1
Re -0.47 0.03 1.49 1.411
F -3.58 0.76 5.21 0.000
C -3.14 1.91 4.75 0.001
F -4.14 2.66 4.32 0.001
F -2.45 2.55 5.67 0.000
S -1.99 1.59 3.33 0.010
O -1.01 0.63 3.82 0.067
O -1.48 2.82 2.81 0.005
N -2.85 0.77 2.25 0.014
S -3.05 1.25 0.74 0.008
O -4.10 0.55 0.11 0.001
O -1.68 1.08 0.13 0.022
C -3.41 3.09 0.57 0.002
F -2.29 3.77 0.41 0.000
F -4.05 3.48 1.65 0.001
F -4.17 3.22 -0.49 0.001
S 4.68 -0.17 -0.04 0.067
P 2.85 -0.46 -0.48 0.030
S 1.66 0.30 1.36 0.132
C 2.28 -2.16 -0.56 0.004
C 1.78 -2.71 -1.74 0.006
C 1.46 -4.06 -1.79 0.006
C 1.64 -4.85 -0.67 0.001
C 2.16 -4.31 0.50 0.001
C 2.48 -2.97 0.56 0.000
C 2.08 0.53 -1.75 0.002
C 0.73 0.37 -2.07 0.006
C 0.15 1.17 -3.04 0.002
C 0.93 2.11 -3.70 0.001
C 2.27 2.27 -3.39 0.000
C 2.85 1.48 -2.41 0.002
H 1.65 -2.09 -2.63 0.000
H 1.08 -4.48 -2.71 0.000
H 1.39 -5.91 -0.72 0.000
H 2.31 -4.94 1.37 0.000
H 2.91 -2.55 1.46 0.001
H 0.12 -0.37 -1.56 0.006
H -0.89 1.05 -3.29 0.000
H 0.48 2.73 -4.47 0.000
H 2.87 3.01 -3.91 0.000
H 3.90 1.59 -2.15 0.000
S -1.16 -3.06 0.26 0.195
C -0.79 -1.68 0.82 -0.007
```

2S+1: 3
Relative energy (zero: lowest compared OMol25 entry of this formula, charge and spin): 2.432 eV
Molar mass: 759.75 g mol⁻¹
Frontier orbital gap (spin up / spin down): 6.7981 / 5.6489 eV
Total charge: +1
E_LUMO (spin up / spin down): -5.32 / -6.46 eV

=====

Entry 7:
# C36H29N3OPS4Y

C36H29N3OPS4Y as an isolated structure (ωB97M-V/def2-TZVPD, the OMol25 dataset).

The geometry in XYZ format:
```
75
Properties=species:S:1:pos:R:3:lowdin_charge:R:1
Y 0.14 0.04 0.06 0.956
O 5.03 5.09 -0.32 -0.076
C 4.20 4.22 -0.36 -1.032
S 2.46 4.52 -0.52 0.939
C 1.95 2.84 -0.56 -1.177
C 2.91 1.91 -0.48 -1.179
S 2.74 0.16 -0.51 0.389
S 4.56 2.49 -0.33 0.937
S 0.21 2.59 -0.73 0.399
C -3.62 2.99 0.58 -0.047
C -4.63 2.09 -0.09 -0.260
C -5.87 2.59 -0.46 -0.042
C -6.84 1.79 -1.06 -0.075
C -6.57 0.46 -1.30 -0.081
C -5.33 -0.07 -0.95 -0.086
C -4.37 0.73 -0.34 -0.317
P -2.76 0.04 0.18 1.064
C -2.70 -1.58 -0.69 -0.363
C -2.22 -1.40 -2.00 -0.145
C -2.09 -2.46 -2.88 -0.081
C -2.42 -3.73 -2.45 -0.072
C -2.87 -3.93 -1.15 -0.041
C -3.03 -2.87 -0.25 -0.259
C -3.55 -3.18 1.13 -0.032
C -2.93 -0.17 1.99 -0.343
C -4.20 -0.32 2.56 -0.113
C -4.37 -0.47 3.92 -0.083
C -3.24 -0.47 4.74 -0.075
C -1.99 -0.29 4.19 -0.052
C -1.78 -0.12 2.81 -0.318
C -0.38 0.20 2.31 -0.299
H -3.98 4.02 0.61 0.081
H -2.66 2.99 0.06 0.040
H -3.43 2.68 1.61 0.083
H -6.09 3.64 -0.27 0.113
H -7.79 2.22 -1.34 0.106
H -7.31 -0.18 -1.77 0.104
H -5.12 -1.12 -1.15 0.103
H -1.96 -0.40 -2.33 0.101
H -1.72 -2.29 -3.89 0.113
H -2.30 -4.58 -3.12 0.114
H -3.11 -4.93 -0.82 0.116
H -3.62 -4.26 1.28 0.080
H -4.55 -2.76 1.28 0.083
H -2.92 -2.76 1.92 0.070
H -5.08 -0.32 1.91 0.105
H -5.36 -0.59 4.34 0.104
H -3.35 -0.59 5.81 0.104
H -1.12 -0.26 4.84 0.110
H 0.34 -0.30 2.96 0.035
H -0.21 1.27 2.49 0.052
N 0.11 -7.53 1.21 0.167
C 0.10 -8.85 0.82 -0.188
C -0.03 -10.05 1.53 -0.021
C 0.01 -11.21 0.79 -0.090
C 0.18 -11.19 -0.61 -0.089
C 0.32 -10.01 -1.30 -0.013
C 0.28 -8.81 -0.57 -0.222
N 0.39 -7.50 -1.00 0.184
C 0.29 -6.78 0.07 -0.280
C 0.34 -5.30 0.08 -0.121
C 0.06 -4.54 1.21 0.006
C 0.08 -3.17 1.11 -0.117
N 0.37 -2.53 -0.02 -0.013
C 0.65 -3.26 -1.11 -0.113
C 0.64 -4.63 -1.10 0.008
H 0.04 -7.19 2.15 0.150
H -0.16 -10.06 2.61 0.109
H -0.09 -12.17 1.30 0.103
H 0.21 -12.13 -1.15 0.102
H 0.45 -9.98 -2.37 0.114
H -0.19 -4.99 2.16 0.114
H -0.14 -2.55 1.98 0.107
H 0.89 -2.71 -2.01 0.122
H 0.87 -5.20 -2.00 0.123
```

Relative energy (zero: lowest compared OMol25 entry of this formula, charge and spin): 0.490 eV
Molar mass: 767.80 g mol⁻¹
Frontier orbital gap: 5.6316 eV
E_LUMO: -1.02 eV

=====

Entry 8:
# C22H32Cl2O3PdS

C22H32Cl2O3PdS as an isolated structure (ωB97M-V/def2-TZVPD, the OMol25 dataset).

The geometry in XYZ format:
```
61
Properties=species:S:1:pos:R:3:nbo_charge:R:1
Pd -0.24 -0.25 -1.08 0.757
C -1.95 -2.48 -2.85 -0.250
O -1.07 -1.35 -2.87 -0.597
C -0.06 -1.50 -3.87 -0.104
C 0.90 -0.34 -3.74 -0.100
O 1.44 -0.29 -2.40 -0.574
C 2.60 -1.12 -2.20 -0.255
H -2.51 -2.53 -3.79 0.209
H -2.63 -2.35 -2.02 0.197
H -1.37 -3.40 -2.72 0.190
H -0.51 -1.49 -4.87 0.224
H 0.45 -2.45 -3.73 0.196
H 0.39 0.61 -3.89 0.220
H 1.71 -0.42 -4.46 0.229
H 3.40 -0.76 -2.85 0.217
H 2.39 -2.17 -2.42 0.195
H 2.91 -1.01 -1.17 0.205
C -0.13 2.99 -0.19 -0.626
C 1.12 2.17 0.15 -0.116
C 2.11 2.30 -1.00 -0.602
C 0.74 0.70 0.36 0.046
C 1.78 2.61 1.46 -0.056
C 2.99 2.02 1.85 -0.176
C 3.61 2.38 3.03 -0.210
C 3.04 3.34 3.86 -0.192
C 1.84 3.93 3.48 -0.188
C 1.22 3.57 2.30 -0.217
H -0.55 2.66 -1.14 0.207
H 0.13 4.04 -0.29 0.254
H -0.91 2.92 0.58 0.215
H 1.63 2.12 -1.97 0.211
H 2.96 1.63 -0.91 0.211
H 2.50 3.32 -1.01 0.249
H 1.61 0.05 0.55 0.198
H 3.47 1.29 1.22 0.193
H 4.55 1.92 3.31 0.230
H 3.53 3.63 4.78 0.235
H 1.40 4.69 4.11 0.232
H 0.29 4.05 2.03 0.217
Cl -0.23 -4.32 2.22 0.000
C -0.27 -4.54 0.47 -0.383
Cl 0.69 -3.29 -0.38 -0.052
H -1.29 -4.46 0.13 0.225
H 0.17 -5.50 0.23 0.254
C -1.26 -0.24 3.62 -0.785
S -0.59 -0.75 2.05 1.282
O -0.11 0.67 1.55 -0.681
C -2.07 -0.97 1.07 -0.145
C -2.93 -2.02 1.37 -0.256
C -4.11 -2.12 0.65 -0.143
C -4.42 -1.21 -0.36 -0.183
C -3.53 -0.19 -0.67 -0.140
C -2.34 -0.06 0.05 -0.392
H -1.92 0.60 3.47 0.273
H -0.40 0.02 4.25 0.287
H -1.79 -1.10 4.04 0.272
H -2.70 -2.73 2.14 0.251
H -4.81 -2.92 0.88 0.255
H -5.36 -1.29 -0.89 0.257
H -3.77 0.52 -1.45 0.252
H -1.76 0.86 -0.10 0.273
```

Relative energy (zero: lowest compared OMol25 entry of this formula, charge and spin): 0.244 eV
Molar mass: 553.89 g mol⁻¹
Frontier orbital gap: 6.8116 eV
Total charge: +2
E_LUMO: -7.12 eV

=====

Summary of electronic energy in a.u.
-2242.8436; -951.3699; -438.5204; -1406.6004; -362.4644; -3942.7476; -3601.3161; -2529.0294
(order as listed above)